# 1
DFT (ωB97M-V with the def2-TZVPD basis set) results for 2 unconnected molecules or ions with the total composition C6H10O.

Summary:
Energy relative to the best compared isomer or geometry (same formula, charge and spin)   117.74 kcal per mole
Calculated total energy   -8426.1345 eV
Molecular weight   98.14 g/mol
Frontier orbital gap   8.57 eV
Max |F|   0.0125 hartree/bohr

```
17
C6H10O ωB97M-V with the def2-TZVPD basis set
H 2.31996 -1.80541 1.12824
C -1.13296 -0.40656 -1.35752
O 0.61057 -0.95991 1.74813
H 2.75973 0.22283 -0.21530
H -0.69661 -1.36063 -1.07349
H -1.89204 -0.38174 1.57117
H -2.03390 -0.44079 -1.96205
H 1.67643 -0.77070 -1.15524
C -0.54807 0.77239 -1.09609
C 0.73318 1.02503 -0.33150
C -2.55660 -0.30045 0.67066
H -2.58805 0.80071 0.53825
C 1.72384 -0.14678 -0.24868
H 0.46277 1.29751 0.69730
H -1.03809 1.67230 -1.47905
C 1.52666 -1.04333 0.96447
H 1.22119 1.90093 -0.78101
```

# 2
DFT (ωB97M-V with the def2-TZVPD basis set) results for a molecular structure, C6H10O.

Summary:
Energy relative to the best compared isomer or geometry (same formula, charge and spin)   54.60 kcal per mole
Calculated total energy   -8428.8728 eV
Molecular weight   98.14 g/mol
Frontier orbital gap   9.65 eV
Max |F|   0.0068 hartree/bohr

```
17
C6H10O ωB97M-V with the def2-TZVPD basis set
H 2.83558 0.27539 -1.07273
C -0.96714 -1.02712 -0.84596
H -2.37196 0.11107 0.41486
H 0.24426 3.06605 0.38231
H -1.42598 -1.88082 1.15884
C 2.15784 0.39115 -0.23477
C -0.58138 -1.57348 0.54001
C -1.43948 0.25067 -0.13870
H -1.53201 -1.56874 -1.60267
C -0.19290 -0.07480 0.73524
H 0.23050 -2.30526 0.56619
O 0.31982 -0.63953 -1.38776
H -0.01030 0.38382 1.70719
H 2.52864 0.84289 0.67876
H 0.76511 2.60129 0.12176
H -1.45936 1.17294 -0.72455
C 0.89875 -0.02550 -0.29803
```